C17H47N9O3P3 | ωB97M-V/def2-TZVPD

Geometry as XYZ:
```
79
Properties=species:S:1:pos:R:3:forces:R:3
C -2.751618 5.832117 -3.624499 0.13 -0.18 -0.33
C -2.706546 4.364680 -4.308985 1.36 2.07 -0.53
O -3.302397 3.306711 -3.492575 -3.74 -1.08 -1.43
C -4.657563 3.091816 -3.802950 0.01 0.99 0.20
N -5.333741 1.814848 -3.974183 -0.35 3.63 0.15
C -6.754225 2.035410 -4.245758 1.77 6.27 0.53
C -6.841608 3.572050 -4.216766 0.19 -3.19 -0.87
P -8.278098 4.784932 -4.410875 -0.41 2.08 3.14
N -8.226130 5.746859 -3.104338 -0.43 -1.45 -1.70
N -5.554305 4.211172 -3.955781 -0.79 -6.76 -0.38
H -3.420695 6.504654 -4.263580 0.91 -0.75 1.02
H -1.687931 6.265715 -3.647819 -1.73 -0.58 0.08
H -3.116681 5.834315 -2.541581 0.51 -0.18 -1.51
H -1.586133 4.100687 -4.433045 -2.15 0.01 0.14
H -3.229848 4.455794 -5.326258 0.90 -0.59 1.45
H -4.876020 0.883481 -3.883204 -0.22 1.25 0.02
H -7.618920 1.321712 -4.432265 1.83 0.83 0.40
H -9.564340 4.134083 -4.515715 1.15 -0.24 -0.64
H -8.056555 5.631240 -5.557758 0.14 -1.26 0.10
H -9.111776 5.687090 -2.579790 0.71 0.07 -0.16
H -5.397522 5.228461 -3.905842 0.18 -0.80 0.27
O 0.177781 1.603591 0.821416 0.67 1.14 -4.20
P -0.961618 0.846618 0.110470 -1.58 -2.68 7.13
N -2.163324 1.695336 0.996655 -0.69 1.59 0.22
C -3.407461 1.213126 1.558836 -0.18 -0.46 -0.55
C -2.314885 3.101147 0.624789 0.52 0.13 0.23
N -0.547015 -0.648033 0.857824 0.25 -1.55 -0.10
C -0.901716 -0.921976 2.245544 -0.40 0.35 0.10
C 0.859248 -1.028852 0.657082 0.06 0.12 -0.35
N -2.227548 -0.020075 -0.778983 1.00 1.28 -2.23
C -2.872135 0.704283 -1.860768 0.20 0.18 0.28
C -2.820123 -1.316451 -0.513691 0.55 -0.95 -0.21
H -4.204413 1.139214 0.807435 -0.23 -0.05 -0.02
H -3.761726 1.891763 2.340684 0.22 0.17 -0.17
H -3.311351 0.249902 2.050502 0.15 -0.09 -0.18
H -2.975153 3.212612 -0.245818 -0.23 0.12 -0.03
H -1.354021 3.554583 0.372013 0.03 -0.20 0.03
H -2.726063 3.691758 1.449834 -0.06 -0.15 -0.04
H -0.682728 -0.074990 2.903585 -0.02 -0.02 0.12
H -0.371051 -1.795614 2.633540 0.21 0.14 -0.32
H -1.955175 -1.183810 2.330688 -0.16 0.12 0.07
H 1.528471 -0.496235 1.338704 0.04 -0.03 -0.09
H 1.170540 -0.812881 -0.369226 0.03 0.06 0.05
H 0.991866 -2.104092 0.808473 -0.15 0.09 0.09
H -3.864854 1.062885 -1.563705 -0.19 0.03 0.03
H -2.978201 0.079662 -2.756277 0.05 -0.09 -0.06
H -2.276011 1.571130 -2.155666 -0.10 -0.07 0.10
H -3.469155 -1.299418 0.364679 0.10 0.10 0.10
H -2.069409 -2.096954 -0.383765 -0.06 0.21 0.17
H -3.440026 -1.653909 -1.353074 0.06 0.34 -0.12
O 3.395409 -2.747297 2.537417 -0.96 -1.49 3.89
P 4.735091 -3.423130 2.895677 2.51 1.96 -6.75
N 5.600810 -1.952988 2.706787 0.07 1.53 0.60
C 6.906977 -1.719779 2.126427 0.40 -0.64 0.32
C 5.354034 -0.961449 3.753830 -0.51 0.14 -0.07
N 4.741491 -4.360599 1.448000 0.00 -1.50 -1.07
C 5.102286 -3.766964 0.167175 0.27 0.37 0.23
C 3.517330 -5.150258 1.262139 0.09 0.01 0.40
N 6.231038 -4.246021 3.363050 -1.51 -0.13 2.11
C 6.684796 -4.046170 4.732164 -0.07 0.21 0.14
C 7.161618 -5.001681 2.548486 -0.27 -1.14 -0.30
H 7.721244 -1.954064 2.823262 0.21 0.03 -0.01
H 7.016380 -0.668662 1.842377 -0.27 0.00 0.21
H 7.073680 -2.274098 1.207712 -0.10 -0.21 0.08
H 5.988642 -1.143409 4.629753 0.13 0.15 0.03
H 4.314595 -0.981796 4.087999 0.03 -0.16 -0.13
H 5.541783 0.055657 3.394574 0.10 -0.13 -0.06
H 4.619636 -2.796359 0.010357 0.01 0.09 -0.10
H 4.832495 -4.416503 -0.670366 -0.19 -0.12 0.29
H 6.181593 -3.652049 0.084993 0.10 0.18 0.02
H 2.693604 -4.543350 0.872381 -0.08 -0.01 0.07
H 3.199953 -5.591403 2.211041 -0.06 0.07 -0.04
H 3.696849 -5.979898 0.571307 0.15 0.11 0.01
H 7.516945 -3.336214 4.775525 0.12 -0.03 0.02
H 7.003987 -4.987106 5.191013 -0.01 0.06 -0.04
H 5.876006 -3.655015 5.355726 0.08 0.04 -0.07
H 7.740525 -4.357879 1.882453 -0.14 0.13 -0.05
H 6.664452 -5.769779 1.954371 0.00 0.26 -0.04
H 7.886657 -5.543888 3.166156 -0.18 0.23 0.26
```
Forces are in eV/Å.

Summary:
Calculated total energy, hartree: -2417.887666
HOMO level, eV: -8.968
Net charge: +1
Kohn-Sham gap, eV: 5.3

Atomic partial charges in e from the Mulliken method, atoms 1 to 6:
1 C -1.073
2 C -0.300
3 O -0.176
4 C -0.077
5 N 0.121
6 C -0.319